Entry 1:
Computed, not measured: 12 unconnected molecules or ions with the total composition H24O12 in a non-equilibrium geometry, with the ωB97M-V functional and the def2-TZVPD basis.

Calculated values
* LUMO level: 0.09 eV
* HOMO-LUMO gap: 9.901 eV
* SMILES: O.O.O.O.O.O.O.O.O.O.O.O
* HOMO energy: -9.81 eV
* 2S+1: 1

Element x y z (Å)
H 1.5901 -2.7136 1.2848
O -2.5246 1.4970 1.5556
O -2.7817 -1.2427 -2.1356
O 0.1497 -0.7007 -1.4094
H 5.0586 -1.8265 -1.0831
O -1.6497 2.4736 -1.5268
O 2.1197 -2.2276 1.8301
O 4.2675 -2.1238 -1.5319
O -1.7833 4.4104 -2.5655
H -3.4463 -1.3588 1.5939
H -1.2981 1.8431 -2.1675
H -0.9914 4.4050 -2.0208
H -3.1676 1.5341 2.3101
H -0.3332 0.0012 -1.8357
H 4.5880 1.2316 -0.2759
O 3.6504 -0.0556 0.8696
H 3.6331 -0.5370 -0.0079
H -1.7172 5.3769 -2.8764
H 2.7046 -2.9242 2.1549
O 4.1867 0.9465 -1.0483
O -3.0062 -0.5372 1.6125
H -2.6214 2.3574 -1.6010
H -0.4837 -0.9333 -0.6189
H 4.1160 -3.1001 -1.4033
H 0.3677 1.2725 2.7208
H 4.7222 1.1886 -1.8518
O -2.4911 -3.7274 0.5830
H -1.7858 2.0348 2.0213
H -3.3375 -1.9387 -1.6626
H -2.8848 -3.4047 1.4060
O 0.0187 2.1013 3.0739
H 2.7244 0.1459 0.9720
H -2.1818 -4.7090 0.6412
H -3.1132 -0.3723 -1.8146
H -2.4682 -0.4747 0.7539
H 0.1691 2.0880 4.0536



Entry 2:
Computed, not measured: 12 unconnected molecules or ions with the total composition H24O12 in a non-equilibrium geometry, with the ωB97M-V functional and the def2-TZVPD basis.

Calculated values
* LUMO level: -0.46 eV
* HOMO-LUMO gap: 10.092 eV
* SMILES: O.O.O.O.O.O.O.O.O.O.O.O
* HOMO energy: -10.55 eV
* 2S+1: 1

Element x y z (Å)
H 1.1527 -2.6600 -0.6615
H 3.1726 1.3173 1.3659
H 2.7485 0.1046 2.1668
O -3.2096 -0.0781 1.3861
H -0.2199 -3.1389 -1.0841
O -1.0915 0.7588 2.8712
O 2.6684 0.5062 1.3017
O 0.7069 -3.1772 2.2733
H 1.7792 2.5752 2.7310
H -1.4120 -1.4703 -2.2598
O 2.3291 -1.2283 -0.6802
O 0.9195 2.5803 2.3101
H -3.9307 1.2309 -1.4887
H 1.6414 1.2904 -3.3014
H -1.3074 1.4885 3.4518
O -0.0492 0.5486 -0.0566
H -2.5830 0.8591 -2.0694
H -0.8523 3.6164 -1.6600
O 0.4788 -3.3066 -0.4517
O -1.8235 -0.9852 -1.5446
H 0.1174 -0.2089 0.5044
H 0.8665 -2.6390 1.4980
H -2.3803 -0.0263 1.8613
H -0.4047 0.1761 -0.8635
H -0.2929 2.2806 -2.1012
H 1.0287 2.0302 1.5345
H 2.6356 -0.6725 0.0362
H 1.2225 -3.9699 2.1255
H -3.2021 -0.9469 0.9843
H -0.6107 1.1615 2.1481
H 1.7633 0.1053 -2.3673
O 1.2746 0.4238 -3.1262
O -3.3069 1.4769 -2.1717
H 3.1278 -1.6005 -1.0540
H -2.4787 -1.5873 -1.1919
O -0.4781 3.1651 -2.4167



Entry 3:
Computed, not measured: 12 unconnected molecules or ions with the total composition H24O12, with the ωB97M-V functional and the def2-TZVPD basis.

Calculated values
* LUMO level: -0.96 eV
* HOMO-LUMO gap: 9.726 eV
* SMILES: O.O.O.O.O.O.O.O.O.O.O.O
* HOMO energy: -10.69 eV
* 2S+1: 1

Element x y z (Å)
O -1.1886 -1.8521 1.8002
H -2.5418 0.4122 -1.6659
H 4.2289 -1.6211 -0.1791
O 2.2695 4.5232 1.8994
H -2.7635 -0.1396 1.7512
H -1.9262 -3.9294 -1.7995
H 4.8699 0.4584 -0.6602
O 1.3321 -2.5054 2.1297
H -1.5684 1.6255 1.6246
O -4.0338 2.7558 -1.1592
H 2.0170 3.7768 1.3443
H 1.5520 -3.0722 1.3818
H 5.6929 -1.9867 -0.3605
H -4.0749 0.0829 1.0157
H 0.6759 0.1034 -0.0080
H 3.8700 0.2900 -1.7924
H 1.5720 4.5685 2.5630
H -2.0358 -1.7270 2.2425
H 0.9021 -3.0992 2.7555
H -0.5490 0.7866 -0.5935
H -4.1196 2.1661 -0.4016
H 1.7230 2.0265 -2.6419
H -0.0598 1.7505 1.4884
O -0.1369 -0.0788 -0.4929
O -3.4935 -0.6148 1.3384
H -2.9843 -0.0492 -3.0447
H -3.7865 2.1712 -1.8845
O -0.7421 1.2668 1.9674
H 0.8857 2.3470 -1.4146
H -1.4169 -1.8985 0.8650
O 1.7632 2.4779 -1.7912
O -1.5906 -4.5863 -1.1792
O 4.8073 -2.3666 -0.3756
O 4.8134 0.2494 -1.5994
O -3.2735 -0.0141 -2.1260
H -0.6892 -4.2978 -0.9970



Entry 4:
Computed, not measured: 12 unconnected molecules or ions with the total composition H24O12 in a non-equilibrium geometry, with the ωB97M-V functional and the def2-TZVPD basis.

Calculated values
* LUMO level: -0.29 eV
* HOMO-LUMO gap: 9.192 eV
* SMILES: O.O.O.O.O.O.O.O.O.O.O.O
* HOMO energy: -9.48 eV
* 2S+1: 1

Element x y z (Å)
H -1.4535 -0.9032 1.8392
H -2.0491 -0.9722 -3.0373
O -2.1965 -0.5497 -1.4028
H -0.6763 1.5635 -3.2694
H -0.2012 -1.5652 4.9209
H -3.2184 3.2235 2.5148
H -1.4512 -1.1567 -1.3314
H 5.2176 -1.5310 -1.0298
H 1.0171 1.4511 -0.3264
O -2.8793 -1.4617 -3.0269
H 0.7857 -1.6419 -4.3298
O -1.2029 1.1169 -2.5969
H 3.2944 -2.7755 1.2053
H -2.1137 1.2679 -2.8737
O 0.1482 3.8984 0.3233
H 1.3707 -0.7029 0.7156
O 4.4320 -1.7980 -0.5392
H -2.3138 -0.2467 2.9064
O 0.5013 -0.2872 0.7336
H 1.4082 1.0284 1.0801
O -2.4219 2.7361 2.7539
H -3.5545 -0.7769 -2.9637
O 2.7416 -1.9862 1.2237
H -0.4352 3.8292 -0.4408
H -0.1097 3.1574 0.8831
H -0.0508 -0.8750 0.2057
O 1.6943 -1.3208 -4.3114
H -1.8896 0.2513 -0.9633
H 4.5101 -1.3313 0.3005
H 2.7434 -1.7202 2.1501
O -2.3349 -0.5432 1.9895
O 1.2923 1.8081 0.5255
H 2.0418 -1.6479 -3.4741
H -1.8255 2.8825 2.0111
H -0.1621 -0.8858 3.5619
O -0.6583 -1.5352 4.0728



Entry 5:
Computed, not measured: 12 unconnected molecules or ions with the total composition H24O12 in a non-equilibrium geometry, with the ωB97M-V functional and the def2-TZVPD basis.

Calculated values
* LUMO level: -0.41 eV
* HOMO-LUMO gap: 9.443 eV
* SMILES: O.O.O.O.O.O.O.O.O.O.O.O
* HOMO energy: -9.85 eV
* 2S+1: 1

Element x y z (Å)
H -0.6853 2.8921 2.0772
O 0.0466 -1.2030 -3.5082
H 1.4608 1.9384 -1.7882
H -3.8138 -0.7902 2.3141
H 1.9644 -3.9139 0.0244
H -1.0181 -1.5201 -3.4604
H 0.8576 -3.1883 -0.4203
O -1.6934 2.8165 -1.0958
O -0.9949 -4.0486 -1.1555
H -0.2586 -0.7111 0.1788
H 1.0341 -0.1078 2.3791
O -0.6613 2.1856 1.4269
O -0.0435 -0.6940 -0.6172
H 2.9721 -0.1439 -0.8753
H -1.9902 3.7946 -1.4230
O 2.1854 2.9637 0.2198
O -3.4897 -0.4848 1.6178
H -0.9971 2.4059 0.5186
O 0.5884 1.6838 -1.9358
O -0.8237 -0.4893 2.2740
H -1.2350 -4.4447 -0.2413
H -1.5088 -3.2071 -1.0625
O 1.9589 0.2269 2.3210
H 1.9389 3.8679 0.3236
O 1.6361 -3.0683 0.1052
H 0.0793 -0.8672 -2.5951
H 0.0584 2.3667 -1.7205
H 2.1169 -0.0980 1.3832
H 1.2909 2.4689 0.5664
H -2.5635 -0.5490 1.6430
H 2.2483 -1.4947 -0.2973
H -0.7502 -0.7087 3.2738
O 2.7868 -0.6759 -0.0713
H -2.0609 2.1089 -1.6014
H -0.6456 0.4877 2.1328
H 0.0098 0.2009 -0.9105



Entry 6:
Computed, not measured: 12 unconnected molecules or ions with the total composition H24O12 in a non-equilibrium geometry, with the ωB97M-V functional and the def2-TZVPD basis.

Calculated values
* LUMO level: -0.22 eV
* HOMO-LUMO gap: 10.302 eV
* SMILES: O.O.O.O.O.O.O.O.O.O.O.O
* HOMO energy: -10.53 eV
* 2S+1: 1

Element x y z (Å)
H -2.7097 1.5785 1.1619
O 0.6663 -2.7305 -0.3211
O 1.4583 1.9345 -1.3811
H -1.0277 -0.2595 2.3029
H -3.0307 -0.9795 -1.3011
O 1.3083 -0.9295 -2.9591
O -2.0297 1.3565 1.7109
H -1.2867 1.7085 1.2769
O 2.9803 1.6005 1.3709
H 1.4443 -0.4525 2.8709
O -2.6327 -0.1285 -1.1481
H -1.0257 -0.0685 -0.5801
H 1.3793 -3.1155 0.1629
H -1.6317 0.1305 -2.7911
H -0.3457 -1.5915 2.6389
H -1.8197 -3.4975 0.0459
O 2.2213 -0.1595 3.3439
O 0.4443 2.4725 1.4119
H 1.3413 -0.5625 -3.8521
H -1.1387 -2.3515 0.2719
O -1.2927 0.1145 -3.6691
H 1.1253 1.8545 -2.2881
O -0.1707 -0.7235 2.2749
O -1.9407 -2.7305 0.5989
H 1.0643 -1.8755 -0.3641
H -0.1217 0.0085 0.6279
H 0.3833 3.3465 1.0949
H 3.5613 2.0375 0.7769
H 1.3733 2.2295 1.3059
H -2.0927 -0.1615 -4.1581
H 2.7233 0.7845 0.9169
H 0.5733 -0.6275 -2.4551
H 0.9293 1.3745 -0.7831
O -0.1137 0.0315 -0.3211
H 2.7423 0.1555 2.6849
H -3.3087 0.2255 -0.4791



Entry 7:
Computed, not measured: a molecular structure, H24O12 in a non-equilibrium geometry, with the ωB97M-V functional and the def2-TZVPD basis.

Calculated values
* LUMO level: -0.59 eV
* HOMO-LUMO gap: 8.338 eV
* HOMO energy: -8.93 eV
* 2S+1: 1

Element x y z (Å)
O 1.0177 -1.9180 1.3109
O 1.8037 1.1047 0.7187
H -1.6933 -2.1172 1.8604
H -2.3252 0.0406 2.1821
H -2.5589 0.0727 -1.2402
H 1.1437 1.7132 0.3866
O 2.4505 -0.5894 2.0038
H 0.0631 0.4431 -2.7528
O 0.5007 0.6464 -1.6745
O -0.6862 0.5953 -3.3285
H 2.1133 0.6390 -0.0581
H -1.6460 0.6590 0.9787
O -0.2171 -0.2303 0.0199
O 2.1384 -0.3214 -0.9916
H -0.0237 -0.0523 -0.9005
H 0.9479 1.4712 -1.8641
H 0.2206 0.7595 1.2093
O -0.5586 1.2112 1.5333
H 2.9633 -0.5676 -0.5730
H 1.7824 -1.1456 -1.3236
H 2.1801 0.2246 1.5788
H -0.8604 1.7999 -1.0899
H -1.2492 -0.7017 1.5585
H -0.4654 2.1090 1.2145
H 1.7430 -1.2056 1.8141
O -0.9624 -1.5111 1.9814
O -2.3808 0.0987 1.2283
O -1.7776 -0.2942 -1.6540
H -1.4039 0.1098 -2.9218
H 1.2059 0.0332 -1.4671
O -1.7616 2.1226 -1.0925
H 0.5270 -0.7489 0.3255
H -2.2990 1.3331 -1.1576
H -1.6301 -1.1221 -1.1968
H 1.4807 -2.7220 1.5464
H 0.2174 -1.9395 1.8355



Table of ΔE to the lowest compared entry with this formula, charge and spin (kJ/mol), in record order: 538.8, 186.2, 358.7, 570.2, 420.4, 210.2, 1823.8